Computed, not measured: C40H33BrMoN11O2S2 as an isolated structure, with ωB97M-V/def2-TZVPD.

Positions of all 90 atoms, in Å:
Mo  -0.221493  0.160673  0.440564
N  -0.788934  4.548728  0.159403
C  -0.368151  3.312105  0.434101
S  -1.580649  2.102798  0.885063
N  0.894636  3.025259  0.512144
N  1.121439  1.757660  0.887816
C  2.086482  1.586026  1.751030
C  2.935904  2.713102  2.200985
C  2.633179  3.330031  3.412167
C  3.371524  4.422618  3.836569
C  4.424379  4.890032  3.063268
C  4.728848  4.271567  1.859762
C  3.978931  3.192874  1.419153
C  2.083551  0.310858  2.410788
C  3.059972  -0.065608  3.335149
C  2.954650  -1.276102  3.979061
C  1.874479  -2.098754  3.663419
C  0.949200  -1.664663  2.746815
N  1.018539  -0.475428  2.129563
H  -1.763140  4.636822  -0.077093
H  -0.146552  5.134012  -0.353129
H  1.814561  2.949344  4.012642
H  3.125563  4.907085  4.772057
H  5.009589  5.735073  3.399820
H  5.552651  4.629779  1.257145
H  4.211845  2.720018  0.473011
H  3.879575  0.613137  3.525575
H  3.696454  -1.596922  4.696861
H  1.757891  -3.068563  4.124679
H  0.106657  -2.296453  2.497106
N  -2.920328  1.620064  -7.965764
C  -2.343842  1.698591  -6.728333
C  -1.126860  2.371991  -6.538262
C  -0.551626  2.441454  -5.288306
C  -1.172754  1.829127  -4.210167
C  -2.379374  1.165648  -4.369866
C  -2.950773  1.084660  -5.624119
S  -0.620984  2.200038  -2.563889
O  -1.875377  2.541355  -1.938517
O  0.380159  3.230183  -2.614467
N  0.007665  0.823372  -1.728170
C  0.644914  0.053772  -2.700391
N  1.053165  0.673012  -3.820055
C  1.592159  -0.043695  -4.791669
C  1.780274  -1.410569  -4.697692
C  1.355337  -1.973861  -3.509320
N  0.790637  -1.269905  -2.539238
H  -2.563591  2.173542  -8.721721
H  -3.857225  1.273642  -8.051230
H  -0.649998  2.858883  -7.380106
H  0.378808  2.966445  -5.120121
H  -2.877279  0.739317  -3.510075
H  -3.895586  0.571466  -5.756878
H  1.869822  0.513981  -5.680811
H  2.221106  -1.995868  -5.489759
H  1.443372  -3.040348  -3.314996
C  -1.402746  0.428451  6.148572
C  -1.919677  -0.778573  5.701791
C  -1.943139  -1.065370  4.349437
C  -1.433485  -0.156483  3.419123
C  -0.880855  1.037366  3.875163
C  -0.886929  1.329173  5.229623
N  -1.534233  -0.473207  2.014798
N  -2.569053  -1.150963  1.757764
C  -2.745765  -1.454414  0.441253
C  -3.857687  -2.238650  0.106464
C  -4.080308  -2.549793  -1.213601
C  -3.200916  -2.056203  -2.174090
C  -2.114689  -1.266115  -1.819568
C  -1.812874  -0.943678  -0.496470
H  -1.409007  0.667074  7.203464
H  -2.318554  -1.493167  6.409005
H  -2.365507  -1.992063  3.987272
H  -0.508247  1.764975  3.171197
H  -0.505255  2.282444  5.571806
H  -4.511165  -2.581914  0.897682
H  -4.926077  -3.157094  -1.504911
H  -3.371612  -2.277534  -3.220367
H  -1.494184  -0.897614  -2.618426
Br  1.906582  -5.267677  0.106558
C  2.292873  -3.431689  -0.084647
C  3.596817  -2.987211  -0.250214
C  3.788451  -1.625471  -0.403574
C  2.700215  -0.773389  -0.355529
N  1.451171  -1.208827  -0.172110
C  1.254821  -2.525095  -0.048874
H  4.421639  -3.685007  -0.277458
H  4.779632  -1.225268  -0.563294
H  2.824954  0.289713  -0.512561
H  0.227208  -2.858832  0.029247

Force components x, y, z for each atom (eV/Å):
-0.3975 0.2947 -1.0190
-0.0070 0.0076 -0.1328
-0.3875 -0.8327 0.3450
-0.1646 0.1336 -0.2711
0.4623 0.9484 -0.5941
0.6910 0.1793 0.9497
-0.2973 0.8254 -0.5314
0.0178 0.0457 0.0768
0.0443 -0.1280 -0.0395
0.0029 0.0029 0.0582
-0.0079 -0.0066 0.0059
0.0506 -0.0047 -0.0463
0.0434 -0.1201 0.0315
-0.0375 -0.6927 0.3799
-0.0595 0.3368 -0.1803
-0.2414 -0.2929 -0.1294
0.3254 0.0425 0.2044
-0.2401 0.0138 -0.1735
0.7955 0.0171 0.6854
-0.0072 0.0326 -0.1308
0.0493 0.0598 0.0489
-0.0122 0.0441 0.0258
0.0099 0.0009 0.0025
-0.0081 0.0113 -0.0033
-0.0118 0.0272 -0.0013
-0.0472 0.0301 -0.0320
-0.0062 0.0089 0.0031
0.0185 0.0433 0.0182
-0.0660 0.0046 0.0058
-0.0338 0.0607 -0.0375
0.0561 -0.1091 -0.1015
0.0558 -0.0783 0.2307
-0.0473 0.0569 -0.0490
-0.0322 -0.0574 -0.0062
-0.0522 -0.0150 0.1661
0.0924 0.0381 -0.0358
-0.0345 -0.0075 -0.1260
-0.5770 0.7145 0.4631
0.1088 -0.1678 0.5504
0.1258 -0.1538 -0.0010
-0.0543 0.0581 -0.9641
0.6239 -0.5925 -0.5279
0.5666 -0.0679 0.4516
-0.0792 0.1003 0.0496
0.0523 -0.0906 0.0357
-0.0476 0.0754 0.0235
-0.4558 0.0625 -0.0006
-0.0397 0.0460 0.0050
-0.0213 0.0457 -0.0381
0.0020 0.0082 -0.0119
-0.0087 0.0177 -0.0561
-0.0662 0.0449 -0.0202
-0.0076 -0.0090 0.0105
0.0439 -0.0494 -0.0235
0.0066 0.0138 -0.0184
0.0357 0.0043 -0.0860
0.0093 -0.0062 -0.0125
0.0106 0.0258 0.0319
0.0562 -0.0326 -0.3207
-0.2036 0.1466 0.7638
-0.0207 -0.0609 -0.1971
0.0241 -0.0199 0.1081
-0.9530 -0.4071 0.0828
0.2597 0.2515 0.6019
0.1538 -0.1065 -0.7886
0.0862 0.0962 0.2948
0.0004 -0.0589 -0.1737
-0.0984 0.0396 0.1752
0.2219 0.1462 -0.1332
-0.5314 -0.5485 0.2781
0.0140 0.0011 0.0010
-0.0099 -0.0196 -0.0210
-0.0198 -0.0311 0.0699
0.0330 -0.0092 0.0134
0.0440 0.0000 -0.0388
-0.0268 0.0162 -0.0092
-0.0064 -0.0032 0.0185
0.0086 0.0107 -0.0117
-0.0520 -0.0419 0.0294
0.0227 0.1160 -0.0009
0.0034 -0.1480 0.0214
-0.1578 0.0803 -0.0411
0.0884 -0.1039 -0.0353
-0.1102 0.0733 -0.2115
0.5989 -0.4410 0.1995
-0.1480 -0.0195 -0.2283
0.0140 -0.0030 0.0051
-0.0155 0.0442 -0.0095
-0.0288 0.0331 0.0536
0.0088 -0.0010 0.0457

The value obtained for the max |F| is 1.211 eV/Å. As for the multiplicity: 3. The energy above the lowest of the compared OMol25 structures with the same formula, charge and spin is 206.7 kJ/mol. As for the orbital gap (alpha / beta): 6.06 / 5.14 eV. As for the expectation value of S²: 2.039. The total energy is -156063.9674 eV. Its total charge is +1. For the LUMO energy (alpha / beta), the calculation gives -0.1312 / -0.1652 Eh.